ORCA calculation (wB97M-V/def2-TZVPD) on a molecular structure, C4H4O5Zn at a distorted geometry.

Positions of all 14 atoms, in Å:
O: -3.68637 -2.12373 -0.23164
C: -3.11777 -0.91764 -0.30008
O: -3.36317 -0.09360 -1.18930
O: -2.23330 -0.73001 0.65387
H: -2.70321 -6.40099 4.15719
O: -3.00038 -5.06702 2.60338
C: -2.28492 -6.20881 3.16489
C: -0.84370 -5.71253 3.18203
O: -0.96967 -4.37200 2.62068
C: -2.19008 -4.11125 2.28769
H: -2.45571 -7.06334 2.50366
H: -0.16807 -6.27943 2.53541
H: -0.41873 -5.60928 4.18435
Zn: -2.76031 -2.38773 1.38398

Properties
gap between HOMO and LUMO	6.814	eV
LUMO	-1.11	eV
calculated total energy	-2310.307311	Ha
multiplicity	1
max |F|	3.4	eV/A

Partial charges, Löwdin, in e:
1. O -0.19
2. C -0.88
3. O 0.02
4. O -0.17
5. H 0.14
6. O 0.03
7. C -0.06
8. C -0.06
9. O 0.03
10. C -0.21
11. H 0.14
12. H 0.14
13. H 0.14
14. Zn 0.93

ORCA calculation (wB97M-V/def2-TZVPD) on a molecular structure, C24H27N5O3S.

Positions of all 60 atoms, in Å:
C: -1.92430 -4.58031 0.72401
C: -0.52937 -5.07565 0.35328
O: 0.11949 -4.23105 -0.57874
C: 0.63154 -3.04075 -0.17510
C: 1.13875 -2.23201 -1.19606
C: 1.67429 -0.99634 -0.91160
C: 1.73300 -0.54361 0.40312
C: 1.25020 -1.35022 1.42200
C: 0.69804 -2.58592 1.13904
H: 0.33308 -3.18464 1.95775
H: 1.30108 -1.01056 2.44430
N: 2.26141 0.74046 0.69087
C: 3.56894 1.06673 0.53679
O: 3.99676 2.18342 0.76474
C: 4.47369 -0.01398 0.07522
N: 4.31176 -1.29002 0.37277
S: 5.53848 -2.14048 -0.24418
N: 6.31922 -0.88881 -0.92125
C: 5.65453 0.21230 -0.67262
H: 6.00622 1.16341 -1.02524
C: 1.40511 1.76708 1.27784
C: 1.36393 3.02117 0.44156
C: 1.12391 4.24994 1.04539
C: 1.02807 5.37740 0.24652
N: 1.15155 5.35294 -1.06933
C: 1.38790 4.18721 -1.64296
C: 1.49490 2.99631 -0.94306
H: 1.70807 2.07675 -1.46940
H: 1.49327 4.20844 -2.72013
H: 0.84365 6.35151 0.67968
H: 1.01836 4.32154 2.11658
H: 1.78967 2.02110 2.27463
C: -0.03931 1.25587 1.46369
O: -0.51029 1.06829 2.56296
N: -0.70688 1.07436 0.31351
H: -0.25722 1.28788 -0.56341
C: -2.07983 0.61636 0.25263
C: -2.19421 -0.60365 -0.66005
C: -3.63850 -1.09338 -0.70782
C: -4.56438 0.01867 -1.19172
C: -4.44425 1.24347 -0.28981
C: -3.00030 1.73464 -0.24064
H: -2.91567 2.59538 0.42516
H: -2.68312 2.04719 -1.23907
H: -5.09159 2.04191 -0.65656
H: -4.76990 0.98438 0.71960
H: -5.59661 -0.33562 -1.19980
H: -4.29714 0.29354 -2.21457
H: -3.71156 -1.95584 -1.37289
H: -3.94490 -1.41190 0.29077
H: -1.53436 -1.39412 -0.29957
H: -1.86823 -0.32944 -1.66686
H: -2.35186 0.34419 1.27752
H: 2.06452 -0.38169 -1.71073
H: 1.09190 -2.59833 -2.20921
H: -0.60294 -6.03620 -0.16393
H: 0.08919 -5.21306 1.24811
H: -2.52476 -4.46399 -0.17475
H: -1.87789 -3.62049 1.23247
H: -2.40507 -5.30178 1.37855

Properties
gap between HOMO and LUMO	8.516	eV
LUMO	-0.01	eV
calculated total energy	-1828.476709	Ha
multiplicity	1
max |F|	0.9	eV/A

Partial charges, Löwdin, in e:
1. C -0.06
2. C -0.24
3. O -0.05
4. C -0.28
5. C 0.01
6. C -0.03
7. C -0.27
8. C 0.00
9. C 0.00
10. H 0.11
11. H 0.13
12. N 0.06
13. C -0.39
14. O 0.11
15. C -0.30
16. N -0.22
17. S 1.01
18. N -0.28
19. C -0.18
20. H 0.12
21. C -0.12
22. C -0.18
23. C 0.00
24. C -0.14
25. N 0.06
26. C -0.14
27. C -0.02
28. H 0.11
29. H 0.11
30. H 0.11
31. H 0.12
32. H 0.17
33. C -0.46
34. O 0.08
35. N 0.13
36. H 0.13
37. C -0.30
38. C -0.14
39. C -0.20
40. C -0.21
41. C -0.20
42. C -0.14
43. H 0.12
44. H 0.12
45. H 0.11
46. H 0.12
47. H 0.11
48. H 0.11
49. H 0.11
50. H 0.12
51. H 0.10
52. H 0.13
53. H 0.16
54. H 0.12
55. H 0.12
56. H 0.12
57. H 0.12
58. H 0.08
59. H 0.06
60. H 0.08

Look up the calculated total energy of the first one. -2310.307311 Ha